Entry 1:
Density functional theory data (wB97M-V/def2-TZVPD) for a 5-piece molecular cluster, C29H65BrN3O13 overall.

```
111
Properties=species:S:1:pos:R:3
H -7.48 -4.55 -0.31
H -2.40 -0.01 -0.63
O -8.69 -3.04 -0.96
H 2.37 8.91 4.08
O 3.40 7.51 2.97
C -1.56 -0.58 -0.24
H -0.41 -2.41 0.99
H 2.41 0.99 -4.24
O 10.00 -0.05 1.54
H 9.05 1.20 -3.44
H -1.79 -4.52 -0.73
H 7.36 -1.37 0.06
O -4.18 -4.58 -0.74
H 2.71 9.37 2.39
C -12.92 -5.10 -1.93
C 8.84 -0.85 1.48
C -7.76 -1.98 -1.10
C -3.25 -4.06 1.42
O 1.17 4.95 1.96
H 0.87 7.05 3.11
H -0.27 5.70 0.68
O 0.89 7.94 1.23
C -8.31 -3.94 0.06
C 1.52 6.87 0.55
C -1.21 -4.21 0.14
O -12.01 -4.24 -1.29
H -7.72 -1.37 -0.19
H 8.21 -0.67 2.36
O 9.56 1.61 -1.47
H 1.47 7.13 -0.51
H 8.76 1.89 0.97
Br 2.99 -3.45 -2.79
C -4.20 -4.94 0.64
H -7.98 -3.38 0.95
H 1.16 -1.17 -2.84
O -1.89 -4.49 1.35
H -10.75 -2.54 0.19
H 1.90 -1.22 -4.29
C 0.30 3.89 2.31
H -0.31 -4.82 0.18
C 3.05 1.25 -2.20
C 2.43 8.54 3.04
H 10.78 1.19 -3.03
H 7.57 2.01 -1.84
C 2.09 0.64 -3.26
H -6.76 -2.36 -1.33
C -4.77 -5.57 -1.55
H -12.55 -5.30 -2.93
H -0.66 -0.29 -0.78
C -12.42 -3.89 0.02
H -5.81 -5.76 -1.26
H -3.36 -3.02 1.13
H -3.51 -4.15 2.48
O 7.24 0.62 0.33
H 0.04 -2.70 -0.72
H 3.66 -1.66 -0.56
H -3.92 -5.99 0.76
H 1.07 0.99 -3.15
H -5.22 -4.79 1.02
C 1.44 2.07 -0.87
C -9.47 -4.83 0.44
H -4.20 -6.51 -1.49
H 4.91 8.69 2.17
N 2.01 -0.88 -3.34
H 10.86 -1.07 3.13
H 4.06 -1.19 -3.11
C 3.06 -1.02 -1.19
C 8.06 -0.54 0.22
H -8.10 -1.35 -1.92
H 9.93 2.74 -3.17
C -11.28 -3.28 0.79
H -11.71 -2.76 1.65
H 5.40 7.19 3.00
H 3.92 1.67 -2.70
H -12.78 -4.78 0.55
H 8.53 3.35 -1.14
C 9.84 1.69 -2.85
H 0.65 3.47 3.25
C 4.71 8.03 3.03
O -1.84 -1.94 -0.42
C 3.15 -1.54 -2.63
H -13.91 -4.64 -2.00
C 7.92 1.87 0.27
N 3.53 0.35 -1.16
C -0.78 -2.76 0.02
H 9.90 0.37 3.57
O -10.38 -4.23 1.34
H 0.32 8.72 2.98
N 2.33 2.42 -1.62
H 0.30 3.11 1.54
H -0.73 4.26 2.45
H -4.75 -5.22 -2.58
H 2.02 -1.09 -0.86
O 0.52 1.68 -0.28
C 10.59 -0.06 2.83
H 7.18 2.60 0.61
H 4.88 8.59 3.96
H 8.72 -0.48 -0.64
C 0.82 5.54 0.73
H 2.58 6.79 0.83
H -9.06 -5.69 0.98
C 1.07 8.01 2.63
H 4.54 0.38 -1.06
H -1.43 -0.34 0.82
H -9.97 -5.21 -0.45
H -13.24 -3.16 -0.06
C 8.36 2.27 -1.12
H 9.14 -1.91 1.47
H -13.01 -6.05 -1.39
H 11.49 0.55 2.79
H 1.12 4.87 -0.09
```

Results
**E_tot**: -4859.8539 hartree
**Lowest unoccupied orbital energy**: -3.40 eV
**Charge**: +1
**Spin multiplicity**: 1
**Orbital gap**: 6.998 eV
**HOMO**: -10.4010 eV

---

Entry 2:
Density functional theory data (wB97M-V/def2-TZVPD) for a 3-piece molecular cluster, C29H65NO3SSi overall in a non-equilibrium geometry.

```
100
Properties=species:S:1:pos:R:3
H -0.51 0.80 -4.00
H -2.48 -4.13 1.44
C 6.78 2.83 -5.23
H -5.66 -2.58 2.30
H 2.84 -2.87 1.36
H -0.27 0.97 0.33
C -2.95 3.53 5.84
H 5.25 1.55 -6.06
H -3.25 -2.76 -3.06
C 6.69 3.39 -7.71
H 6.16 4.71 -6.10
H 1.92 2.76 0.06
C -5.46 3.71 5.46
H -3.27 -4.37 -2.05
H -6.44 3.37 5.83
H 2.71 1.13 -0.52
C -0.95 -2.85 -0.64
H 0.86 1.51 1.75
H 0.48 1.23 -5.48
H 2.59 -4.47 -2.56
C -5.23 -4.00 3.96
C 2.55 -3.54 -0.84
H 0.44 -1.42 2.94
O 2.65 -0.07 -3.54
H -1.87 0.88 5.82
C 1.12 -4.37 1.27
C 0.79 0.94 0.77
H 4.11 3.75 -5.70
H 5.15 4.45 -3.52
C -3.53 -3.26 -2.08
C 0.13 -1.36 1.83
H -4.46 -4.83 4.18
H 7.03 3.26 -4.26
Si -0.35 -3.10 1.20
H -2.34 1.71 2.91
C 4.30 3.77 -3.55
C -4.34 3.05 6.25
H -3.70 -1.68 3.88
H -5.45 -2.08 -1.85
H 0.25 0.84 -1.86
H 0.41 -0.55 -4.90
H -2.89 4.61 6.01
C 0.87 1.78 -1.69
C -2.59 1.78 3.98
C 0.44 0.55 -4.57
H 6.82 4.21 -8.44
H -4.49 3.26 7.31
H -5.34 -3.58 -0.79
H -0.32 -1.98 -1.04
S -2.73 -2.26 -0.72
O 1.75 1.97 -2.85
O 2.48 -4.76 -1.62
C -4.76 -3.19 2.64
H -4.58 -3.98 1.83
H 2.23 -0.60 1.59
H -3.24 -1.53 2.09
H 3.32 -4.58 0.95
N -1.71 -3.88 2.05
H -1.66 -0.13 4.38
C -3.45 -2.28 2.93
C 1.73 0.75 -3.61
H 7.43 2.62 -7.95
H 3.40 4.36 -3.40
H -5.33 -3.33 4.88
C 1.73 1.69 -0.32
H 0.18 2.71 -1.67
H -4.42 1.96 6.14
H 3.56 -3.02 -1.07
H -5.41 3.48 4.40
C 5.43 2.12 -5.14
H -6.23 -4.54 3.79
H -3.20 3.82 3.72
C 4.23 3.03 -4.88
H -5.43 4.80 5.58
H -1.54 3.63 4.23
C -2.55 3.25 4.39
C 2.51 -3.78 0.74
C -2.15 -3.16 3.28
H 3.32 2.41 -4.89
H -3.61 1.38 4.07
H -0.60 1.26 4.65
H 0.81 -5.36 0.78
H 5.48 1.37 -4.34
H 1.74 -2.84 -1.23
H 4.38 3.06 -2.72
H 1.42 -1.01 -0.08
H 1.23 -4.61 2.40
H -5.71 -3.79 -2.62
C -5.13 -3.18 -1.85
C 6.88 3.92 -6.30
H 5.69 2.98 -7.86
H 7.87 4.38 -6.23
H -0.82 -0.71 1.74
H -2.52 -3.98 4.01
H 7.55 2.07 -5.42
C -1.62 0.90 4.76
H -2.21 3.08 6.52
C 1.26 -0.61 0.97
H -1.34 -2.60 3.84
H -0.85 -3.79 -1.27
```

Results
**E_tot**: -2112.0192 hartree
**SMILES string**: CCCCN[Si@](CCCO)(CCCCCOC(C)=O)CSCC.CCCCCC.CCCCCC
**Lowest unoccupied orbital energy**: 0.43 eV
**Spin multiplicity**: 1
**Orbital gap**: 8.821 eV
**HOMO**: -8.3871 eV